Record 1
8 unconnected molecules or ions with the total composition C36H99N18O5P5 in a non-equilibrium geometry. Source: the OMol25 dataset; level of theory: ωB97M-V/def2-TZVPD.

Cartesian coordinates (Å):
O1 10.037 -28.425 -2.512
P1 10.573 -27.302 -1.680
N1 9.410 -26.243 -1.194
C1 8.633 -25.709 -2.400
C2 8.515 -26.671 -0.130
N2 11.592 -26.283 -2.527
C3 11.842 -24.917 -2.117
C4 12.553 -26.883 -3.420
N3 11.213 -27.876 -0.289
C5 11.819 -29.192 -0.382
C6 11.971 -27.049 0.667
H1 8.016 -24.906 -2.009
H2 8.051 -26.477 -2.872
H3 9.364 -25.315 -3.098
H4 7.773 -27.411 -0.375
H5 8.027 -25.834 0.367
H6 9.161 -27.013 0.752
H7 11.542 -24.225 -2.954
H8 11.265 -24.725 -1.190
H9 12.891 -24.709 -1.978
H10 13.459 -27.020 -2.804
H11 12.240 -27.897 -3.801
H12 12.803 -26.157 -4.174
H13 11.913 -29.604 0.629
H14 11.287 -29.842 -1.079
H15 12.854 -29.239 -0.869
H16 12.988 -26.858 0.309
H17 12.040 -27.602 1.641
H18 11.513 -26.106 0.848
O2 7.728 -27.554 -8.953
P2 8.213 -28.614 -7.998
N4 6.800 -29.409 -7.486
C7 5.504 -28.872 -7.783
C8 6.770 -30.399 -6.456
N5 9.018 -28.068 -6.648
C9 10.415 -27.679 -6.859
C10 8.217 -27.020 -6.009
N6 9.288 -29.635 -8.693
C11 9.621 -29.574 -10.143
C12 9.871 -30.817 -8.015
H19 5.375 -28.141 -8.574
H20 5.096 -28.340 -6.944
H21 4.848 -29.743 -7.948
H22 6.586 -29.947 -5.492
H23 7.731 -30.937 -6.334
H24 5.951 -31.105 -6.634
H25 10.617 -26.678 -7.398
H26 10.899 -27.563 -5.847
H27 10.951 -28.487 -7.373
H28 7.953 -26.280 -6.687
H29 7.298 -27.552 -5.667
H30 8.757 -26.662 -5.077
H31 9.245 -28.701 -10.683
H32 10.689 -29.691 -10.291
H33 9.311 -30.479 -10.710
H34 9.710 -31.775 -8.451
H35 9.497 -30.799 -6.981
H36 10.944 -30.716 -7.923
O3 14.513 -20.087 -4.488
P3 15.535 -21.114 -4.917
N7 16.982 -20.485 -5.352
C13 17.298 -19.077 -5.230
C14 17.997 -21.383 -5.834
N8 15.063 -22.159 -6.167
C15 13.782 -22.857 -6.046
C16 15.336 -21.451 -7.446
N9 15.757 -22.189 -3.659
C17 16.329 -23.545 -3.846
C18 16.152 -21.632 -2.378
H37 16.484 -18.495 -4.707
H38 17.421 -18.632 -6.212
H39 18.194 -18.864 -4.684
H40 18.941 -21.397 -5.260
H41 18.372 -21.011 -6.789
H42 17.606 -22.342 -5.938
H43 12.930 -22.256 -5.759
H44 13.427 -23.229 -6.966
H45 13.759 -23.618 -5.295
H46 16.391 -21.546 -7.819
H47 14.660 -21.989 -8.103
H48 15.081 -20.438 -7.469
H49 16.036 -24.074 -4.818
H50 17.494 -23.646 -3.932
H51 16.010 -24.083 -2.930
H52 15.993 -22.354 -1.549
H53 15.566 -20.795 -2.176
H54 17.189 -21.332 -2.304
O4 11.552 -24.052 -8.438
P4 12.119 -23.949 -9.849
N10 13.346 -25.033 -10.059
C19 13.729 -25.661 -11.294
C20 14.132 -25.437 -8.872
N11 12.759 -22.470 -10.041
C21 13.731 -22.173 -11.079
C22 12.023 -21.349 -9.498
N12 11.054 -24.377 -11.011
C23 10.473 -23.434 -11.902
C24 10.335 -25.614 -10.949
H55 14.692 -25.212 -11.644
H56 12.980 -25.475 -12.120
H57 13.877 -26.732 -11.207
H58 13.672 -25.011 -8.026
H59 15.096 -24.923 -8.799
H60 14.254 -26.548 -8.805
H61 13.327 -21.654 -11.887
H62 14.623 -21.684 -10.670
H63 14.124 -23.068 -11.566
H64 11.363 -20.884 -10.203
H65 11.544 -21.684 -8.577
H66 12.721 -20.526 -9.241
H67 9.421 -23.216 -11.706
H68 11.049 -22.481 -11.893
H69 10.666 -23.576 -12.982
H70 10.601 -26.298 -11.747
H71 9.242 -25.494 -10.850
H72 10.785 -26.156 -10.152
O5 7.123 -24.202 -5.138
P5 6.526 -23.706 -6.428
N13 4.900 -24.011 -6.483
C25 3.787 -23.273 -5.884
C26 4.626 -25.454 -6.305
N14 7.112 -24.399 -7.741
C27 8.529 -24.235 -7.925
C28 6.475 -24.532 -9.039
N15 6.726 -22.069 -6.361
C29 6.545 -21.230 -7.512
C30 6.660 -21.287 -5.160
H73 2.877 -23.182 -6.521
H74 4.063 -22.238 -5.735
H75 3.634 -23.741 -4.892
H76 3.814 -25.722 -6.936
H77 4.472 -25.694 -5.292
H78 5.466 -26.042 -6.692
H79 8.906 -25.017 -8.583
H80 8.668 -23.275 -8.321
H81 9.050 -24.201 -6.949
H82 6.936 -25.502 -9.476
H83 5.401 -24.685 -8.832
H84 6.559 -23.647 -9.640
H85 7.412 -20.693 -7.772
H86 6.309 -21.748 -8.429
H87 5.676 -20.489 -7.391
H88 7.369 -20.467 -5.139
H89 6.823 -22.012 -4.345
H90 5.689 -20.875 -4.939
C31 12.245 -20.019 -2.038
C32 11.306 -20.382 -0.984
N16 10.572 -20.630 -0.089
H91 12.710 -19.108 -1.621
H92 11.788 -19.895 -2.994
H93 13.037 -20.747 -1.960
C33 10.211 -22.806 -4.697
C34 10.220 -21.624 -5.533
N17 10.147 -20.697 -6.189
H94 10.323 -22.467 -3.705
H95 11.080 -23.417 -5.099
H96 9.337 -23.329 -4.921
C35 12.513 -18.207 -6.295
C36 13.302 -17.705 -7.394
N18 13.927 -17.229 -8.249
H97 13.066 -18.950 -5.664
H98 11.514 -18.649 -6.539
H99 12.353 -17.346 -5.695

Structure (SMILES): CN(C)P(=O)(N(C)C)N(C)C.CN(C)P(=O)(N(C)C)N(C)C.CN(C)P(=O)(N(C)C)N(C)C.CN(C)P(=O)(N(C)C)N(C)C.CN(C)P(=O)(N(C)C)N(C)C.CC#N.CC#N.CC#N
Lowest unoccupied orbital energy, Eh: 0.016
Relative energy (zero: lowest compared OMol25 entry of this formula, charge and spin), kJ/mol: 311.46

Results of the Löwdin charge analysis, in e, for atoms 1 through 99: -0.296 0.471 -0.291 -0.065 -0.128 -0.314 -0.111 -0.113 -0.308 -0.136 -0.103 0.086 0.066 0.049 0.078 0.075 0.092 0.064 0.086 0.067 0.078 0.094 0.064 0.079 0.068 0.098 0.081 0.098 0.059 -0.308 0.549 -0.302 -0.128 -0.122 -0.273 -0.099 -0.099 -0.292 -0.093 -0.098 0.078 0.057 0.088 0.076 0.069 0.085 0.099 0.077 0.060 0.008 0.091 0.097 0.066 0.067 0.082 0.072 0.063 0.072 -0.310 0.540 -0.302 -0.092 -0.123 -0.257 -0.095 -0.085 -0.293 -0.132 -0.123 0.099 0.080 0.070 0.097 0.084 0.042 0.061 0.032 0.063 0.089 0.061 0.052 0.085 0.099 0.073 0.094 0.042 0.080 -0.316 0.509 -0.293 -0.133 -0.079 -0.300 -0.084 -0.099 -0.306 -0.119 -0.108 0.081

***

Record 2
A single C5H13N2O molecule in a non-equilibrium geometry. Source: the OMol25 dataset; level of theory: ωB97M-V/def2-TZVPD.

Cartesian coordinates (Å):
O1 -0.171 0.619 1.422
C1 -0.455 -0.255 0.497
N1 -1.841 -0.215 -0.157
C2 -2.743 0.655 0.556
C3 0.600 -0.230 -0.721
N2 1.936 0.100 -0.090
C4 2.510 -1.070 0.763
C5 0.414 0.916 -1.702
H1 -2.251 -1.125 -0.276
H2 -3.765 0.644 0.076
H3 -2.370 1.726 0.627
H4 -2.814 0.432 1.636
H5 0.645 -1.184 -1.286
H6 -0.290 -1.337 0.849
H7 1.554 0.766 0.654
H8 1.715 -1.610 1.430
H9 3.372 -0.609 1.391
H10 2.928 -1.890 0.075
H11 -0.479 0.717 -2.341
H12 0.142 1.778 -1.040
H13 1.362 1.172 -2.362

Spin multiplicity: 2
Lowest unoccupied orbital energy (alpha / beta), Eh: 0.032 / -0.079
Relative energy (zero: lowest compared OMol25 entry of this formula, charge and spin), kJ/mol: 236.66

The molecule's natural (NBO) atomic charges, reported in e, are given here: -0.486 0.202 -0.602 -0.433 -0.053 -0.611 -0.443 -0.622 0.368 0.205 0.214 0.190 0.198 0.240 0.382 0.171 0.217 0.197 0.218 0.209 0.237

***

Record 3
5 unconnected molecules or ions with the total composition C7H23NO4 in a non-equilibrium geometry. Source: the OMol25 dataset; level of theory: ωB97M-V/def2-TZVPD.

Cartesian coordinates (Å):
C1 1.247 -2.240 -1.495
C2 0.241 -1.130 -2.260
C3 -0.091 0.316 -1.755
C4 -0.658 0.236 0.744
C5 -0.872 0.789 -0.451
C6 -1.741 2.046 -0.771
C7 -1.258 0.844 2.132
N1 2.405 -1.770 -0.610
H1 1.677 -2.840 -2.404
H2 0.813 -2.986 -0.903
H3 -0.571 -1.825 -2.255
H4 0.454 -0.879 -3.319
H5 0.710 0.919 -1.903
H6 -0.851 0.529 -2.687
H7 -0.165 -0.607 0.941
H8 -1.300 2.686 -1.607
H9 -1.911 2.540 0.212
H10 -2.694 1.690 -1.046
H11 -2.086 0.234 2.419
H12 -0.359 0.940 2.892
H13 -1.567 1.901 1.910
H14 1.944 -1.334 0.166
H15 3.146 -1.391 -1.210
H16 0.530 -2.883 1.051
H17 0.965 -2.990 2.619
O1 0.631 -2.409 1.974
H18 1.317 3.034 -0.605
H19 2.735 2.435 -0.866
O2 2.046 2.980 -1.262
H20 1.404 0.045 3.168
H21 1.731 1.303 2.389
O3 2.074 0.689 2.951
H22 -2.797 -0.414 0.018
H23 -3.487 -0.031 1.341
O4 -3.661 -0.427 0.485

Structure (SMILES): C/C=C(\C)CCCN.O.O.O.O
Lowest unoccupied orbital energy, Eh: 0.012
Relative energy (zero: lowest compared OMol25 entry of this formula, charge and spin), kJ/mol: 362.60

The molecule's natural (NBO) atomic charges, reported in e, are given here: -0.223 -0.421 -0.422 -0.231 0.015 -0.663 -0.642 -0.885 0.194 0.162 0.203 0.213 0.221 0.197 0.208 0.231 0.212 0.235 0.202 0.211 0.207 0.382 0.379 0.490 0.483 -0.969 0.473 0.474 -0.943 0.476 0.461 -0.928 0.482 0.461 -0.944

***

Record 4
4 unconnected molecules or ions with the total composition C23H40BF3NO10P in a non-equilibrium geometry. Source: the OMol25 dataset; level of theory: ωB97M-V/def2-TZVPD.

Cartesian coordinates (Å):
C1 -3.488 -4.700 -4.812
C2 -3.655 -3.281 -4.050
O1 -3.976 -2.185 -4.925
C3 -2.869 -1.829 -5.782
C4 -2.335 -0.332 -5.516
C5 -1.709 -0.210 -4.032
C6 -2.069 1.182 -3.319
C7 -1.426 1.339 -1.862
B1 -2.173 0.444 -0.726
C8 -1.296 0.051 0.590
C9 -0.933 -1.500 0.710
C10 -0.120 -2.089 -0.512
F1 -0.560 -2.156 -1.844
C11 1.160 -2.645 -0.260
F2 2.207 -2.564 -1.173
F3 1.383 -3.351 0.935
P1 -3.983 -0.209 -0.855
N1 -4.956 0.963 -1.402
H1 -2.539 -5.175 -4.399
H2 -4.409 -5.346 -4.590
H3 -3.348 -4.556 -5.931
H4 -2.742 -3.108 -3.394
H5 -4.559 -3.408 -3.353
H6 -3.260 -1.871 -6.863
H7 -1.999 -2.575 -5.743
H8 -1.505 -0.095 -6.273
H9 -3.184 0.428 -5.652
H10 -2.210 -1.033 -3.418
H11 -0.585 -0.370 -4.040
H12 -1.690 2.043 -3.981
H13 -3.211 1.274 -3.328
H14 -1.527 2.439 -1.543
H15 -0.302 1.093 -1.884
H16 -1.955 0.292 1.505
H17 -0.387 0.747 0.704
H18 -0.266 -1.631 1.635
H19 -1.834 -2.178 0.895
H20 -4.515 -0.628 0.418
H21 -4.066 -1.308 -1.774
H22 -5.706 1.157 -0.714
C12 -0.362 6.282 1.730
C13 -1.176 5.094 2.202
C14 -0.737 3.784 1.611
O2 -1.945 3.024 1.614
C15 -2.970 3.921 1.549
O3 -4.108 3.624 1.339
O4 -2.527 5.190 1.753
H23 0.698 6.121 1.877
H24 -0.549 6.492 0.674
H25 -0.655 7.179 2.283
H26 -1.183 5.054 3.298
H27 0.028 3.294 2.214
H28 -0.380 3.866 0.582
C16 5.886 3.853 2.781
C17 4.982 4.806 2.029
C18 4.290 5.804 2.911
O5 3.090 6.072 2.189
C19 2.827 4.964 1.443
O6 1.794 4.770 0.867
O7 3.884 4.111 1.439
H29 6.597 4.392 3.409
H30 5.304 3.169 3.404
H31 6.447 3.233 2.078
H32 5.540 5.302 1.227
H33 4.873 6.716 3.042
H34 4.024 5.407 3.895
C20 2.184 -5.931 2.382
C21 3.456 -5.800 3.192
C22 3.820 -7.043 3.952
O8 4.534 -6.524 5.069
C23 4.071 -5.259 5.276
O9 4.312 -4.605 6.246
O10 3.300 -4.841 4.236
H35 2.217 -6.805 1.727
H36 1.309 -6.006 3.033
H37 2.038 -5.043 1.765
H38 4.280 -5.471 2.549
H39 4.451 -7.716 3.369
H40 2.952 -7.599 4.320

Structure (SMILES): CCOCCCCCB(CCC(F)=C(F)F)[PH2]=N.C[C@@H]1COC(=O)O1.C[C@@H]1COC(=O)O1.C[C@@H]1COC(=O)O1
Lowest unoccupied orbital energy, Eh: 0.000

The molecule's Löwdin atomic charges, reported in e, are given here: -0.085 -0.280 -0.190 -0.229 -0.154 -0.205 -0.234 -0.154 -0.388 -0.177 -0.132 -0.120 0.020 -0.155 0.071 0.033 0.743 -0.338 0.072 0.077 0.074 0.096 0.119 0.126 0.130 0.113 0.120 0.067 0.114 0.115 0.097 0.119 0.119 0.115 0.113 0.129 0.126 0.006 -0.021 -0.038 -0.017 -0.322 -0.121 0.035 -0.539 0.157 0.093 0.047 0.103 0.089 0.161 0.138 0.127 -0.020 -0.340 -0.100 0.065 -0.512 0.129 0.099 0.093 0.095 0.088 0.162 0.144 0.144 -0.017 -0.340 -0.111 0.064 -0.543 0.159 0.087 0.094 0.098 0.053 0.161 0.141 0.141

***

Repeat the third record exactly.
5 unconnected molecules or ions with the total composition C7H23NO4 in a non-equilibrium geometry. Source: the OMol25 dataset; level of theory: ωB97M-V/def2-TZVPD.

Cartesian coordinates (Å):
C1 1.247 -2.240 -1.495
C2 0.241 -1.130 -2.260
C3 -0.091 0.316 -1.755
C4 -0.658 0.236 0.744
C5 -0.872 0.789 -0.451
C6 -1.741 2.046 -0.771
C7 -1.258 0.844 2.132
N1 2.405 -1.770 -0.610
H1 1.677 -2.840 -2.404
H2 0.813 -2.986 -0.903
H3 -0.571 -1.825 -2.255
H4 0.454 -0.879 -3.319
H5 0.710 0.919 -1.903
H6 -0.851 0.529 -2.687
H7 -0.165 -0.607 0.941
H8 -1.300 2.686 -1.607
H9 -1.911 2.540 0.212
H10 -2.694 1.690 -1.046
H11 -2.086 0.234 2.419
H12 -0.359 0.940 2.892
H13 -1.567 1.901 1.910
H14 1.944 -1.334 0.166
H15 3.146 -1.391 -1.210
H16 0.530 -2.883 1.051
H17 0.965 -2.990 2.619
O1 0.631 -2.409 1.974
H18 1.317 3.034 -0.605
H19 2.735 2.435 -0.866
O2 2.046 2.980 -1.262
H20 1.404 0.045 3.168
H21 1.731 1.303 2.389
O3 2.074 0.689 2.951
H22 -2.797 -0.414 0.018
H23 -3.487 -0.031 1.341
O4 -3.661 -0.427 0.485

Structure (SMILES): C/C=C(\C)CCCN.O.O.O.O
Lowest unoccupied orbital energy, Eh: 0.012
Relative energy (zero: lowest compared OMol25 entry of this formula, charge and spin), kJ/mol: 362.60

The molecule's natural (NBO) atomic charges, reported in e, are given here: -0.223 -0.421 -0.422 -0.231 0.015 -0.663 -0.642 -0.885 0.194 0.162 0.203 0.213 0.221 0.197 0.208 0.231 0.212 0.235 0.202 0.211 0.207 0.382 0.379 0.490 0.483 -0.969 0.473 0.474 -0.943 0.476 0.461 -0.928 0.482 0.461 -0.944